No. 1
The following is a DFT calculation (ωB97M-V/def2-TZVPD) of a structure of composition C10H37ClN14NbO7 at a distorted geometry.

Atoms and positions in Å:
C (0.21, -4.70, 1.31)
C (0.01, -3.39, 1.10)
C (-0.80, -2.94, -0.04)
Nb (-2.97, -3.34, 0.61)
Cl (-2.88, -5.74, 0.04)
H (0.43, -5.36, 0.49)
H (0.08, -5.08, 2.32)
H (0.39, -2.61, 1.74)
H (-0.63, -1.88, -0.26)
H (-0.58, -3.51, -0.95)
H (-3.57, -2.84, -1.08)
H (-4.68, -3.55, 1.20)
H (-2.46, -3.60, 2.35)
H (-3.10, -1.58, 1.00)
C (-0.95, -5.91, -4.29)
O (-0.49, -5.52, -5.36)
N (-0.27, -6.78, -3.47)
N (-2.15, -5.51, -3.81)
H (-0.62, -7.10, -2.59)
H (0.63, -7.09, -3.79)
H (-2.68, -4.86, -4.37)
H (-2.54, -5.81, -2.93)
C (-0.29, 0.04, 3.15)
O (-0.88, -0.28, 2.14)
N (-0.95, 0.56, 4.24)
N (1.06, -0.06, 3.29)
H (-0.49, 0.84, 5.09)
H (-1.94, 0.66, 4.17)
H (1.57, -0.42, 2.50)
H (1.56, 0.22, 4.11)
C (3.82, 0.02, 0.43)
O (2.81, -0.53, 0.85)
N (5.07, -0.51, 0.51)
N (3.69, 1.24, -0.14)
H (5.89, -0.05, 0.17)
H (5.16, -1.41, 0.94)
H (2.76, 1.62, -0.17)
H (4.45, 1.79, -0.52)
C (0.08, 2.78, 0.50)
O (1.13, 3.37, 0.20)
N (-0.13, 1.46, 0.25)
N (-0.96, 3.41, 1.11)
H (-0.97, 0.97, 0.50)
H (0.62, 0.94, -0.19)
H (-0.84, 4.39, 1.31)
H (-1.82, 2.96, 1.36)
C (-2.56, 4.09, 4.20)
O (-3.14, 3.76, 3.18)
N (-3.22, 4.65, 5.27)
N (-1.22, 3.94, 4.37)
H (-2.77, 4.93, 6.12)
H (-4.21, 4.77, 5.18)
H (-0.70, 3.53, 3.60)
H (-0.72, 4.21, 5.19)
C (-2.77, 2.85, -1.92)
O (-2.99, 2.71, -0.73)
N (-1.51, 2.91, -2.44)
N (-3.78, 2.95, -2.84)
H (-1.31, 3.02, -3.41)
H (-0.74, 2.84, -1.79)
H (-4.72, 2.91, -2.50)
H (-3.62, 3.07, -3.83)
C (5.06, 2.30, -3.60)
O (5.43, 2.55, -2.47)
N (3.88, 1.67, -3.86)
N (5.80, 2.63, -4.70)
H (3.55, 1.45, -4.78)
H (3.32, 1.41, -3.06)
H (6.67, 3.10, -4.55)
H (5.51, 2.44, -5.64)

Values from the calculation:
DFT total energy: -2213.78290 hartree
total charge: -1
frontier orbital gap: 0.2066 Eh
2S+1: 1

Atomic partial charges in e from the Löwdin method, atoms 1 to 5: C -0.122; C -0.369; C -0.427; Nb 0.825; Cl -0.277



No. 2
The following is a DFT calculation (ωB97M-V/def2-TZVPD) of an isolated molecule of C10H12N2S at a distorted geometry.

Atoms and positions in Å:
C (3.79, -0.40, -0.26)
C (2.40, -0.19, 0.13)
C (1.68, 0.81, -0.30)
C (0.07, 0.84, 0.20)
C (-0.26, 2.21, 0.54)
N (-0.52, 3.34, 0.65)
S (-0.82, 0.20, -1.17)
C (-2.38, -0.28, -0.51)
C (-3.61, 0.74, -0.46)
C (-3.45, -0.27, -1.49)
N (-0.21, 0.07, 1.36)
C (0.48, -0.96, 1.64)
C (1.84, -1.26, 1.03)
H (4.43, -0.05, 0.58)
H (3.81, 0.26, -1.06)
H (3.97, -1.47, -0.38)
H (1.92, 1.40, -1.16)
H (-2.38, -1.20, 0.14)
H (-3.44, 1.74, -0.71)
H (-4.34, 0.50, 0.36)
H (-4.16, -1.07, -1.38)
H (-3.26, 0.16, -2.51)
H (0.11, -1.40, 2.58)
H (2.54, -1.57, 1.88)
H (1.80, -2.16, 0.30)

Values from the calculation:
DFT total energy: -895.81840 hartree
frontier orbital gap: 0.3495 Eh
2S+1: 1

Atomic partial charges in e from the Löwdin method, atoms 1 to 5: C -0.046; C -0.372; C 0.000; C -0.740; C -0.223



No. 3
The following is a DFT calculation (ωB97M-V/def2-TZVPD) of a structure of composition C38H34AuI2NO2PSi.

Atoms and positions in Å:
Au (-1.19, -0.37, -0.22)
I (-3.77, -2.18, 1.00)
C (-2.81, -3.85, 0.19)
C (-2.61, -4.88, 1.08)
C (-2.20, -6.15, 0.63)
C (-2.10, -6.38, -0.70)
C (-2.30, -5.34, -1.64)
C (-2.28, -5.66, -3.02)
C (-2.50, -4.70, -3.96)
C (-2.59, -3.36, -3.54)
C (-2.56, -2.98, -2.22)
P (-2.36, -1.18, -2.02)
C (-1.52, -0.61, -3.51)
C (-0.40, -1.31, -3.99)
C (0.27, -0.86, -5.11)
C (-0.15, 0.30, -5.75)
C (-1.25, 1.00, -5.28)
C (-1.94, 0.55, -4.17)
C (-3.98, -0.39, -2.00)
C (-4.10, 0.97, -1.70)
C (-5.34, 1.58, -1.74)
C (-6.46, 0.84, -2.08)
C (-6.35, -0.51, -2.38)
C (-5.11, -1.13, -2.34)
C (-2.56, -4.00, -1.20)
H (-2.81, -4.73, 2.13)
H (-2.04, -6.94, 1.35)
H (-1.87, -7.37, -1.08)
H (-2.11, -6.69, -3.30)
H (-2.53, -4.94, -5.01)
H (-2.63, -2.60, -4.32)
H (-0.07, -2.20, -3.49)
H (1.13, -1.40, -5.47)
H (0.38, 0.65, -6.63)
H (-1.59, 1.89, -5.79)
H (-2.81, 1.09, -3.83)
H (-3.23, 1.55, -1.42)
H (-5.43, 2.63, -1.50)
H (-7.44, 1.32, -2.11)
H (-7.22, -1.09, -2.65)
H (-5.03, -2.18, -2.57)
I (-3.08, 5.04, 6.48)
C (-2.62, 3.77, 4.90)
C (-1.32, 3.28, 4.77)
C (-1.02, 2.44, 3.71)
C (-2.01, 2.10, 2.79)
C (-3.30, 2.60, 2.93)
C (-3.61, 3.44, 3.98)
C (-1.68, 1.20, 1.68)
O (-0.52, 0.71, 1.53)
O (-2.57, 0.88, 0.81)
H (-0.56, 3.55, 5.48)
H (-0.02, 2.04, 3.59)
H (-4.06, 2.32, 2.20)
H (-4.61, 3.83, 4.09)
C (1.10, -4.17, -0.53)
Si (1.18, -2.49, 0.30)
C (2.94, -2.05, 0.75)
C (0.17, -2.51, 1.86)
N (0.56, -1.19, -0.74)
C (1.32, -0.53, -1.70)
C (1.15, 0.83, -1.98)
C (1.94, 1.47, -2.93)
C (2.94, 0.77, -3.60)
C (3.13, -0.57, -3.32)
C (2.31, -1.22, -2.40)
H (1.25, -4.96, 0.21)
H (1.87, -4.29, -1.30)
H (0.13, -4.33, -1.00)
H (3.30, -2.74, 1.52)
H (2.97, -1.04, 1.16)
H (3.63, -2.10, -0.09)
H (0.54, -3.32, 2.50)
H (-0.89, -2.70, 1.70)
H (0.28, -1.57, 2.41)
H (0.41, 1.41, -1.44)
H (1.78, 2.52, -3.14)
H (3.56, 1.28, -4.32)
H (3.90, -1.13, -3.83)
H (2.44, -2.28, -2.24)

Values from the calculation:
DFT total energy: -3035.46860 hartree
total charge: +1
frontier orbital gap (alpha / beta): 0.2237 / 0.2237 Eh
2S+1: 1

Atomic partial charges in e from the Löwdin method, atoms 1 to 5: Au 1.096; I 1.136; C -0.631; C -0.157; C -0.050



No. 4
The following is a DFT calculation (ωB97M-V/def2-TZVPD) of a structure of composition C3H3LuO3 at a distorted geometry.

Atoms and positions in Å:
O (-1.31, 1.15, 2.47)
Lu (-2.93, -0.47, 2.37)
O (-0.38, 3.25, 2.42)
C (-0.74, 2.17, 2.47)
O (0.93, -0.43, 0.32)
C (0.93, -0.89, -0.70)
H (1.31, -2.15, -2.22)
C (0.88, -1.14, -2.10)
H (-0.18, -1.12, -2.41)
H (1.49, -0.37, -2.61)

Values from the calculation:
DFT total energy: -1575.28840 hartree
total charge: +4
frontier orbital gap: 0.2641 Eh
2S+1: 1

Atomic partial charges in e from the Löwdin method, atoms 1 to 5: O -0.010; Lu 2.754; O 0.486; C -0.241; O 0.362